Entry A
Here is an isolated molecule of C5H6O from the OMol25 dataset. Energies are from ωB97M-V/def2-TZVPD.

The geometry in XYZ format:
```
12
C5H6O | the OMol25 dataset | ωB97M-V/def2-TZVPD
O -1.848 -1.383 0.528
C -0.943 -0.694 0.134
C 0.486 -1.161 -0.161
C 1.270 0.097 0.104
C 0.482 1.173 0.150
C -0.962 0.825 -0.098
H 0.525 -1.488 -1.212
H 0.779 -2.016 0.456
H 2.337 0.096 0.304
H 0.806 2.179 0.398
H -1.673 1.360 0.539
H -1.259 1.012 -1.142
```

**Lowest unoccupied orbital energy**: 1.0 eV
**Total charge**: 0
**Kohn-Sham gap**: 10.63 eV

Entry B
Here is an isolated molecule of C5H6O from the OMol25 dataset. Energies are from ωB97M-V/def2-TZVPD.

The geometry in XYZ format:
```
12
C5H6O | the OMol25 dataset | ωB97M-V/def2-TZVPD
C 0.129 -0.972 -0.677
C -0.117 0.331 -1.258
C -0.514 1.253 -0.308
C -0.145 0.786 0.952
O -0.269 -1.214 1.827
C 0.450 -0.573 0.963
H -0.795 -1.510 -0.466
H 0.846 -1.612 -1.199
H 0.084 0.588 -2.297
H -0.920 2.238 -0.511
H -0.330 1.290 1.895
H 1.564 -0.598 1.031
```

**Lowest unoccupied orbital energy**: -1.1 eV
**Total charge**: 0
**Kohn-Sham gap**: 7.35 eV

Entry C
Here is an isolated molecule of C5H6O from the OMol25 dataset. Energies are from ωB97M-V/def2-TZVPD.

The geometry in XYZ format:
```
12
C5H6O | the OMol25 dataset | ωB97M-V/def2-TZVPD
C -1.181 0.040 0.858
C -0.594 -0.739 -0.295
O -0.543 0.097 -1.465
C 0.357 0.992 -1.015
C 1.270 0.475 -0.115
C 0.758 -0.777 0.271
H -2.181 -0.253 1.161
H -0.608 0.525 1.634
H -1.102 -1.681 -0.510
H 0.383 1.936 -1.542
H 2.192 0.951 0.194
H 1.250 -1.568 0.824
```

**Lowest unoccupied orbital energy (spin up / spin down)**: 0.2 / 0.2 eV
**Total charge**: 0
**Kohn-Sham gap (spin up / spin down)**: 8.21 / 7.45 eV

The most stable of them is entry A.

Entry A
Here is a 2-piece molecular cluster, C2H3N3O2 overall from the OMol25 dataset. Energies are from ωB97M-V/def2-TZVPD.

The geometry in XYZ format:
```
10
C2H3N3O2 | the OMol25 dataset | ωB97M-V/def2-TZVPD
C -0.340 -0.631 -0.128
C -0.005 0.579 0.076
H -1.879 -1.970 1.350
H 2.282 1.157 0.001
H -1.685 1.445 -0.238
N 0.794 -1.365 -0.244
N 1.866 -0.593 -0.214
N 1.396 0.650 -0.058
O -1.736 -0.900 -0.336
O -0.692 1.628 -0.208
```

**Lowest unoccupied orbital energy**: -3.0 eV
**Total charge**: 0
**Kohn-Sham gap**: 6.05 eV

Entry B
Here is a 2-piece molecular cluster, C2H3N3O2 overall from the OMol25 dataset. Energies are from ωB97M-V/def2-TZVPD.

The geometry in XYZ format:
```
10
C2H3N3O2 | the OMol25 dataset | ωB97M-V/def2-TZVPD
C 1.419 1.038 0.129
C -2.586 -0.632 -0.170
N 1.109 -1.314 0.448
N 1.359 -0.310 -0.250
N 0.445 1.850 0.106
O -1.749 -1.463 -0.525
O -3.400 0.160 -0.030
H 2.496 1.413 0.289
H 1.385 -2.219 -0.015
H -0.478 1.477 0.016
```

**Lowest unoccupied orbital energy**: 0.1 eV
**Total charge**: 0
**Kohn-Sham gap**: 9.26 eV

Entry C
Here is C2H3N3O2 as an isolated structure from the OMol25 dataset. Energies are from ωB97M-V/def2-TZVPD.

The geometry in XYZ format:
```
10
C2H3N3O2 | the OMol25 dataset | ωB97M-V/def2-TZVPD
C -0.376 0.083 0.348
C 0.618 0.062 -0.755
N -0.372 -0.235 1.693
O -0.721 1.271 -0.112
O 1.803 0.550 -0.974
N -1.200 -0.796 -0.788
N -0.225 -0.717 -1.612
H 1.973 0.608 -1.929
H -0.963 0.385 2.233
H -0.537 -1.211 1.897
```

**Lowest unoccupied orbital energy**: -0.6 eV
**Total charge**: 0
**Kohn-Sham gap**: 8.64 eV

Entry D
Here is an isolated molecule of C2H3N3O2 from the OMol25 dataset. Energies are from ωB97M-V/def2-TZVPD.

The geometry in XYZ format:
```
10
C2H3N3O2 | the OMol25 dataset | ωB97M-V/def2-TZVPD
C -0.601 -0.789 0.100
C 0.548 0.217 0.127
N -1.767 1.140 0.114
N -1.707 -0.046 -0.225
N 1.714 -0.446 -0.012
O -0.468 -1.983 0.173
O 0.246 1.385 0.267
H -2.083 1.893 -0.651
H 1.519 -1.420 -0.037
H 2.599 0.049 0.143
```

**Lowest unoccupied orbital energy (spin up / spin down)**: -0.5 / -0.5 eV
**Total charge**: 0
**Kohn-Sham gap (spin up / spin down)**: 7.96 / 7.96 eV

The most stable of them is entry B.

Entry A
Here is an isolated molecule of C2H3N3O2 from the OMol25 dataset. Energies are from ωB97M-V/def2-TZVPD.

The geometry in XYZ format:
```
10
C2H3N3O2 | the OMol25 dataset | ωB97M-V/def2-TZVPD
C 0.890 -1.514 0.746
C -0.834 0.043 0.280
N 1.309 -2.584 0.752
N -1.043 1.250 -0.384
N 0.519 -0.268 0.387
O -1.640 -0.666 0.734
O 1.587 0.318 -0.377
H -0.405 2.026 -0.430
H -2.023 1.561 -0.496
H 1.640 -0.166 -1.212
```

**Lowest unoccupied orbital energy**: 0.4 eV
**Total charge**: 0
**Kohn-Sham gap**: 10.98 eV

Entry B
Here is an isolated molecule of C2H3N3O2 from the OMol25 dataset. Energies are from ωB97M-V/def2-TZVPD.

The geometry in XYZ format:
```
10
C2H3N3O2 | the OMol25 dataset | ωB97M-V/def2-TZVPD
C -1.159 0.041 0.024
C 1.486 -0.024 -0.048
H -0.940 -1.904 0.254
H 2.522 -0.179 -0.299
H -0.575 2.108 -0.282
N -0.393 -1.167 -0.311
N 0.968 1.167 -0.126
N -0.325 1.136 0.381
O -2.406 0.008 0.029
O 0.822 -1.186 0.379
```

**Lowest unoccupied orbital energy**: 0.6 eV
**Total charge**: 0
**Kohn-Sham gap**: 10.65 eV

Entry C
Here is an isolated molecule of C2H3N3O2 from the OMol25 dataset. Energies are from ωB97M-V/def2-TZVPD.

The geometry in XYZ format:
```
10
C2H3N3O2 | the OMol25 dataset | ωB97M-V/def2-TZVPD
C 0.160 1.153 0.133
C -1.556 -0.173 -0.103
H 2.713 -0.691 -0.345
H 0.606 2.021 0.291
H -0.346 -1.969 0.669
N 0.767 -0.148 0.305
N -1.045 1.188 -0.142
N -0.415 -0.984 0.087
O 1.867 -0.154 -0.560
O -2.750 -0.243 -0.336
```

**Lowest unoccupied orbital energy**: 0.1 eV
**Total charge**: 0
**Kohn-Sham gap**: 9.81 eV

The most stable of them is entry A.

Entry A
Here is an isolated ion of composition C6H13NO and charge +1 from the OMol25 dataset. Energies are from ωB97M-V/def2-TZVPD.

The geometry in XYZ format:
```
21
C6H13NO | the OMol25 dataset | ωB97M-V/def2-TZVPD
C -1.295 0.203 -2.754
C 0.071 0.712 -2.251
N 0.640 0.059 -1.046
C 0.122 0.272 0.180
C 0.658 -0.631 1.294
C 0.992 0.173 2.602
C -0.364 -1.695 1.600
O -0.616 1.223 0.390
H -1.401 0.417 -3.798
H -2.133 0.673 -2.180
H -1.379 -0.883 -2.593
H 0.804 0.750 -3.075
H -0.091 1.760 -1.952
H 1.032 -0.840 -1.313
H 1.562 -1.181 1.004
H 0.993 1.270 2.492
H 2.037 -0.039 2.939
H 0.259 -0.141 3.327
H -0.364 -2.559 0.944
H -1.468 -1.534 1.608
H -0.333 -2.093 2.626
```

**Lowest unoccupied orbital energy (spin up / spin down)**: -3.7 / -8.9 eV
**Total charge**: +1
**Spin multiplicity**: 2
**Kohn-Sham gap (spin up / spin down)**: 12.42 / 6.86 eV

Entry B
Here is a 2-piece molecular cluster, C6H13NO overall from the OMol25 dataset. Energies are from ωB97M-V/def2-TZVPD.

The geometry in XYZ format:
```
21
C6H13NO | the OMol25 dataset | ωB97M-V/def2-TZVPD
C 1.715 -0.107 -1.366
C 0.734 0.625 -0.453
C -0.191 -0.376 0.234
C -1.350 -0.690 -0.631
C -1.258 -1.573 -1.710
C -3.250 -0.210 0.571
N -2.547 -0.040 -0.470
H 2.216 -0.863 -0.799
H 1.078 -0.649 -2.098
H 2.277 0.406 -2.104
H 1.318 1.283 0.254
H 0.168 1.358 -1.022
H 0.266 -1.322 0.492
H -0.564 0.161 1.101
H -2.100 -1.592 -2.390
H -0.354 -2.184 -1.811
H -4.247 0.234 0.666
H -2.924 -0.876 1.396
H 3.565 2.637 3.580
H 2.787 1.423 3.176
O 2.663 2.354 3.383
```

**Lowest unoccupied orbital energy (spin up / spin down)**: -4.7 / -7.9 eV
**Total charge**: +1
**Spin multiplicity**: 2
**Kohn-Sham gap (spin up / spin down)**: 9.23 / 6.05 eV

The most stable of them is entry A.

Entry A
Here is an isolated molecule of C3H6O from the OMol25 dataset. Energies are from ωB97M-V/def2-TZVPD.

The geometry in XYZ format:
```
10
C3H6O | the OMol25 dataset | ωB97M-V/def2-TZVPD
C -0.885 0.540 -1.069
C -0.322 -0.190 -0.116
O -0.755 -1.466 0.083
C 0.829 0.290 0.704
H -0.512 1.505 -1.374
H -1.707 0.093 -1.614
H -0.110 -1.926 0.628
H 1.097 1.290 0.384
H 1.721 -0.348 0.594
H 0.644 0.212 1.781
```

**Lowest unoccupied orbital energy**: 0.9 eV
**Total charge**: 0
**Kohn-Sham gap**: 9.66 eV

Entry B
Here is an isolated molecule of C3H6O from the OMol25 dataset. Energies are from ωB97M-V/def2-TZVPD.

The geometry in XYZ format:
```
10
C3H6O | the OMol25 dataset | ωB97M-V/def2-TZVPD
C -1.092 0.061 0.683
C -0.172 0.492 -0.338
O -0.305 1.514 -1.025
C 1.129 -0.277 -0.246
H -1.653 0.831 1.243
H -1.036 -0.420 -0.757
H -1.042 -0.921 1.148
H 1.594 -0.276 -1.225
H 1.696 0.354 0.449
H 1.057 -1.290 0.176
```

**Lowest unoccupied orbital energy**: -0.1 eV
**Total charge**: 0
**Kohn-Sham gap**: 9.17 eV

Entry C
Here is a 2-piece molecular cluster, C3H6O overall from the OMol25 dataset. Energies are from ωB97M-V/def2-TZVPD.

The geometry in XYZ format:
```
10
C3H6O | the OMol25 dataset | ωB97M-V/def2-TZVPD
C 0.283 -2.255 -2.407
C 0.550 -1.200 -1.794
C 0.685 0.145 -1.125
H 0.113 -3.181 -2.931
H 1.189 0.837 -1.821
H 1.371 -0.076 -0.290
H -0.212 0.643 -0.721
O -1.406 1.308 3.759
H -0.578 1.795 3.970
H -1.997 1.985 3.358
```

**Lowest unoccupied orbital energy**: 0.7 eV
**Total charge**: 0
**Kohn-Sham gap**: 10.55 eV

Entry D
Here is C3H6O as an isolated structure from the OMol25 dataset. Energies are from ωB97M-V/def2-TZVPD.

The geometry in XYZ format:
```
10
C3H6O | the OMol25 dataset | ωB97M-V/def2-TZVPD
C 0.592 0.791 0.089
C 0.653 -0.705 0.099
C -0.497 -0.017 -0.504
O -1.841 -0.103 -0.021
H 0.437 1.298 0.975
H 1.285 1.336 -0.465
H 1.309 -1.446 -0.291
H 0.358 -1.025 1.085
H -0.641 0.159 -1.837
H -1.654 -0.285 0.870
```

**Lowest unoccupied orbital energy**: 1.1 eV
**Total charge**: 0
**Kohn-Sham gap**: 11.04 eV

The most stable of them is entry A.

Entry A
Here is an isolated molecule of C3H6O from the OMol25 dataset. Energies are from ωB97M-V/def2-TZVPD.

The geometry in XYZ format:
```
10
C3H6O | the OMol25 dataset | ωB97M-V/def2-TZVPD
C -1.249 0.116 -0.170
C 0.112 0.233 0.459
C 1.299 -0.387 -0.106
H -1.120 -0.103 -1.239
H -1.773 1.074 -0.087
H -1.824 -0.685 0.279
H 0.111 0.381 1.548
H 1.245 -0.997 -0.991
H 2.134 -0.644 0.554
O 1.066 1.012 -0.249
```

**Lowest unoccupied orbital energy**: 1.2 eV
**Total charge**: 0
**Kohn-Sham gap**: 11.49 eV

Entry B
Here is an isolated molecule of C3H6O from the OMol25 dataset. Energies are from ωB97M-V/def2-TZVPD.

The geometry in XYZ format:
```
10
C3H6O | the OMol25 dataset | ωB97M-V/def2-TZVPD
C 1.107 -0.502 0.425
C 0.095 0.345 -0.307
C -1.364 0.244 -0.248
O -0.677 1.322 0.375
H 2.075 0.012 0.422
H 1.233 -1.440 -0.130
H 0.851 -0.744 1.461
H 0.477 0.702 -1.267
H -1.912 0.495 -1.159
H -1.885 -0.432 0.429
```

**Lowest unoccupied orbital energy**: 1.2 eV
**Total charge**: 0
**Kohn-Sham gap**: 11.40 eV

Entry C
Here is an isolated molecule of C3H6O from the OMol25 dataset. Energies are from ωB97M-V/def2-TZVPD.

The geometry in XYZ format:
```
10
C3H6O | the OMol25 dataset | ωB97M-V/def2-TZVPD
C 0.994 -0.668 -0.293
C 0.043 0.106 0.645
O 0.454 0.498 1.754
C -1.159 0.663 -0.005
H 1.849 -1.192 0.180
H 1.647 -0.022 -0.797
H 0.568 -1.354 -0.917
H -1.501 -0.319 -0.511
H -0.990 1.282 -0.740
H -1.905 1.007 0.684
```

**Lowest unoccupied orbital energy**: 0.9 eV
**Total charge**: 0
**Kohn-Sham gap**: 10.63 eV

The most stable of them is entry C.

Entry A
Here is a 2-piece molecular cluster, C3H6O overall from the OMol25 dataset. Energies are from ωB97M-V/def2-TZVPD.

The geometry in XYZ format:
```
10
C3H6O | the OMol25 dataset | ωB97M-V/def2-TZVPD
O -0.874 -0.555 0.731
C -0.375 0.688 0.429
C -0.598 -0.966 -1.624
C 0.866 1.091 0.667
H -0.254 -1.001 1.329
H -1.118 1.270 -0.101
H 0.507 -1.043 -1.485
H -0.942 -2.002 -1.424
H 1.189 2.060 0.312
H 1.599 0.459 1.165
```

**Lowest unoccupied orbital energy**: -0.2 eV
**Total charge**: 0
**Kohn-Sham gap**: 8.85 eV

Entry B
Here is an isolated molecule of C3H6O from the OMol25 dataset. Energies are from ωB97M-V/def2-TZVPD.

The geometry in XYZ format:
```
10
C3H6O | the OMol25 dataset | ωB97M-V/def2-TZVPD
C -1.758 0.108 -0.067
C 0.626 0.340 0.096
C 1.885 -0.091 -0.088
H -2.246 0.043 0.918
H -1.735 1.199 -0.445
H -2.190 -0.597 -0.806
H 0.431 1.471 0.115
H 2.630 0.688 -0.083
H 2.252 -1.088 -0.030
O -0.458 -0.482 0.086
```

**Lowest unoccupied orbital energy**: 1.1 eV
**Total charge**: 0
**Kohn-Sham gap**: 9.84 eV

Entry C
Here is a 2-piece molecular cluster, C3H6O overall from the OMol25 dataset. Energies are from ωB97M-V/def2-TZVPD.

The geometry in XYZ format:
```
10
C3H6O | the OMol25 dataset | ωB97M-V/def2-TZVPD
C -1.716 0.011 -0.210
C 2.257 -0.534 -0.157
C 1.937 0.625 -0.081
H -0.250 -0.318 1.220
H -1.696 0.682 -1.008
H -2.417 -0.788 -0.295
H -2.024 0.658 0.680
H 2.582 -1.565 -0.218
H 1.654 1.653 0.053
O -0.328 -0.425 0.016
```

**Lowest unoccupied orbital energy**: 0.7 eV
**Total charge**: 0
**Kohn-Sham gap**: 10.17 eV

The most stable of them is entry B.

Entry A
Here is an isolated molecule of C3H6O from the OMol25 dataset. Energies are from ωB97M-V/def2-TZVPD.

The geometry in XYZ format:
```
10
C3H6O | the OMol25 dataset | ωB97M-V/def2-TZVPD
C -0.926 0.518 0.870
C -0.317 0.302 -0.645
C 0.854 -0.648 -0.246
O -2.022 0.475 1.409
H -0.990 -0.213 -1.194
H -0.096 1.071 1.433
H -0.033 1.270 -1.136
H 1.373 -1.159 -1.097
H 0.555 -1.485 0.252
H 1.601 -0.130 0.354
```

**Lowest unoccupied orbital energy**: 0.9 eV
**Total charge**: 0
**Kohn-Sham gap**: 10.56 eV

Entry B
Here is C3H6O as an isolated structure from the OMol25 dataset. Energies are from ωB97M-V/def2-TZVPD.

The geometry in XYZ format:
```
10
C3H6O | the OMol25 dataset | ωB97M-V/def2-TZVPD
O -1.675 0.180 0.888
C -0.619 0.017 0.142
C 0.676 -0.696 0.296
C 0.628 0.790 -0.097
H -1.710 -0.185 -0.492
H -1.042 -0.338 -1.159
H 1.017 -1.402 -0.456
H 0.932 -0.950 1.322
H 0.937 1.050 -1.106
H 0.855 1.533 0.663
```

**Lowest unoccupied orbital energy**: 0.6 eV
**Total charge**: 0
**Kohn-Sham gap**: 9.48 eV

The most stable of them is entry A.